Entry 1:
A molecular structure, C25H20Cl2F2N3OPd. Source: OMol25; level of theory: wB97M-V/def2-TZVPD.

Properties
maximum force	3.14	eV/A
spin multiplicity	3
LUMO level (alpha / beta)	2.617 / 2.612	eV
<S²>	2.024
total charge	-1
HOMO energy (alpha / beta)	-2.49 / -4.34	eV

Element x y z (Å)
1 Pd 0.93 -1.55 -0.79
2 Cl 0.18 1.27 0.61
3 Cl 4.84 1.78 -3.05
4 F -4.07 -2.82 0.87
5 F -0.97 -6.30 0.84
6 O -0.49 0.57 -0.54
7 N -3.18 2.69 -0.59
8 N 1.98 -3.61 -0.59
9 N 2.56 -0.19 -1.13
10 C 3.50 3.51 0.40
11 C -1.89 -2.36 0.09
12 C -2.35 3.73 -0.52
13 C -0.26 -4.15 0.03
14 C 2.34 3.05 1.01
15 C -1.24 -4.99 0.55
16 C -0.91 3.50 -0.90
17 C 3.14 0.80 -1.30
18 C -2.77 4.97 -0.05
19 C -2.81 -3.25 0.59
20 C 4.10 3.07 -0.79
21 C 3.72 -5.18 -1.05
22 C 1.53 -5.93 -0.41
23 C 2.84 -6.21 -0.78
24 C 3.88 1.94 -1.57
25 C -0.15 2.93 0.26
26 C -4.07 5.14 0.36
27 C -4.94 4.06 0.30
28 C -0.58 -2.79 -0.20
29 C -0.84 0.80 2.08
30 C -2.52 -4.57 0.85
31 C 1.12 -4.60 -0.31
32 C 1.37 2.26 0.28
33 C -4.44 2.86 -0.18
34 C 3.23 -3.88 -0.94
35 H 4.92 3.69 -1.15
36 H 3.16 -7.24 -0.86
37 H -1.77 1.37 2.07
38 H -5.08 1.99 -0.25
39 H 0.84 -6.73 -0.22
40 H -3.25 -5.26 1.26
41 H -5.97 4.14 0.61
42 H 3.86 -3.02 -1.14
43 H -0.22 1.01 2.95
44 H 4.74 -5.36 -1.34
45 H -0.47 4.46 -1.19
46 H -2.17 -1.33 -0.07
47 H -0.12 3.53 1.18
48 H 0.90 0.09 0.91
49 H -2.06 5.79 -0.02
50 H -0.99 -0.27 1.92
51 H -4.42 6.10 0.73
52 H 4.02 4.32 0.90
53 H 2.13 3.37 2.03
54 H -0.84 2.81 -1.74

Results of the natural (NBO) charge analysis, in e, for atoms 1 through 2:
1 Pd 0.504
2 Cl 1.563

---

Entry 2:
A molecular structure, C20H43BiOP3S. Source: OMol25; level of theory: wB97M-V/def2-TZVPD.

Properties
maximum force	3.00	eV/A
LUMO level	-10.425	eV
total charge	+3
HOMO energy	-15.90	eV

Element x y z (Å)
1 Bi -0.44 -0.28 -0.79
2 S -0.88 -1.41 -3.56
3 P 0.61 1.39 -2.96
4 P -2.08 1.88 -0.18
5 P 1.61 1.05 0.56
6 O -1.13 -0.78 1.67
7 C -0.90 -1.23 2.81
8 C -2.32 2.16 1.61
9 C 1.32 3.05 -2.68
10 C -0.09 -2.46 3.08
11 C 3.26 0.83 -0.20
12 C 0.09 -4.43 -6.19
13 C -0.89 -4.23 -7.18
14 C 1.75 -4.74 -1.32
15 C -3.79 1.56 -0.74
16 C -0.85 -2.59 -4.89
17 C 0.53 -5.08 -1.80
18 C -0.67 1.78 -4.21
19 C -1.72 3.56 -0.81
20 C 1.50 2.87 0.82
21 C 0.12 -3.61 -5.05
22 C -1.87 -2.46 -5.85
23 C -1.87 -3.25 -7.00
24 C 1.94 0.53 2.27
25 C -1.44 -0.51 4.01
26 C 1.95 0.56 -3.90
27 H -0.34 -5.14 -1.14
28 H -1.29 0.91 -4.45
29 H 2.93 0.82 -3.46
30 H -0.17 2.15 -5.11
31 H -1.09 0.53 4.06
32 H -3.78 1.41 -1.83
33 H 1.82 -4.26 -0.33
34 H -4.16 0.64 -0.26
35 H 1.15 0.89 2.95
36 H -3.29 2.67 1.77
37 H -2.58 4.23 -0.62
38 H -0.33 -1.97 -2.30
39 H -1.13 -1.01 4.93
40 H 0.61 3.68 -2.13
41 H 0.87 -3.77 -4.28
42 H 3.50 -0.25 -0.24
43 H -2.54 -0.52 3.99
44 H 0.38 -5.33 -2.85
45 H 1.42 3.41 -0.13
46 H -1.52 2.79 2.01
47 H 0.20 -2.95 2.15
48 H 2.01 -0.57 2.34
49 H 2.42 3.19 1.32
50 H -2.64 -3.12 -7.77
51 H -2.32 1.20 2.13
52 H -2.66 -1.73 -5.68
53 H 0.79 -2.23 3.68
54 H 1.53 3.54 -3.64
55 H 2.90 0.97 2.57
56 H 2.71 -4.94 -1.80
57 H -4.44 2.40 -0.48
58 H 1.93 0.88 -4.95
59 H -1.34 2.55 -3.83
60 H -0.88 -4.84 -8.09
61 H 4.00 1.33 0.43
62 H -0.70 -3.14 3.68
63 H 0.83 -5.22 -6.31
64 H 3.31 1.24 -1.22
65 H -1.54 3.53 -1.89
66 H 1.84 -0.53 -3.86
67 H -0.85 3.97 -0.30
68 H 2.26 2.99 -2.12
69 H 0.64 3.11 1.45

Results of the natural (NBO) charge analysis, in e, for atoms 1 through 2:
1 Bi 1.138
2 S -0.020

---

Entry 3:
3 unconnected molecules or ions with the total composition C2H9NO. Source: OMol25; level of theory: wB97M-V/def2-TZVPD.

Properties
maximum force	1.36	eV/A
LUMO level	1.197	eV
HOMO energy	-9.84	eV
SMILES	[H][H].C1CO1.N

Element x y z (Å)
1 O 0.13 1.13 1.28
2 N -2.31 -0.57 -0.19
3 C 1.21 0.29 0.94
4 C 0.72 1.29 -0.04
5 H 2.14 0.55 1.43
6 H 1.30 2.20 -0.07
7 H 1.03 -0.76 0.73
8 H 0.11 1.05 -0.88
9 H -2.06 -1.52 0.10
10 H 1.42 -1.51 -1.59
11 H -3.18 -0.28 0.23
12 H 1.08 -1.93 -2.10
13 H -1.58 0.04 0.17

Results of the natural (NBO) charge analysis, in e, for atoms 1 through 2:
1 O -0.501
2 N -1.087

---

Entry 4:
3 unconnected molecules or ions with the total composition C36H26NO6. Source: OMol25; level of theory: wB97M-V/def2-TZVPD.

Properties
maximum force	1.04	eV/A
LUMO level	-4.442	eV
total charge	+1
HOMO energy	-11.03	eV

Element x y z (Å)
1 O -0.38 -3.85 -2.95
2 O -1.71 3.10 2.28
3 O 4.01 -1.04 5.15
4 O -2.84 4.23 0.74
5 O 0.06 -1.25 1.55
6 O 4.17 -1.85 -4.92
7 N -5.38 4.15 -0.59
8 C 1.04 -0.26 -1.38
9 C 2.62 -3.62 -4.95
10 C -5.08 5.21 0.17
11 C 1.79 2.42 4.44
12 C 0.79 2.38 3.47
13 C 2.84 -5.54 -6.37
14 C 0.67 -3.42 -3.38
15 C 1.26 0.05 3.10
16 C -7.02 3.43 0.94
17 C 2.42 -1.61 -3.37
18 C 2.93 -0.43 -2.86
19 C -2.62 5.59 0.32
20 C 2.11 -4.78 2.44
21 C -6.34 3.26 -0.23
22 C 3.31 -4.31 -5.93
23 C 3.49 -3.52 3.96
24 C 3.17 -4.72 3.34
25 C 2.24 0.24 -1.86
26 C -6.73 4.52 1.76
27 C -3.97 6.14 -0.24
28 C -1.72 3.61 1.21
29 C 2.53 1.29 4.73
30 C 0.53 1.19 2.80
31 C -5.75 5.42 1.37
32 C 0.53 -1.44 -1.88
33 C 0.94 -1.22 2.39
34 C 2.76 -2.38 3.66
35 C 1.71 -2.44 2.74
36 C 1.68 -6.08 -5.83
37 C 0.98 -5.39 -4.86
38 C 1.22 -2.13 -2.87
39 C 2.28 0.10 4.05
40 C 1.44 -4.15 -4.41
41 C 3.10 -1.10 4.36
42 C 1.39 -3.64 2.13
43 C 3.16 -2.32 -4.45
44 H 4.21 -3.89 -6.35
45 H -4.85 4.02 -1.44
46 H -2.35 6.16 1.20
47 H 3.38 -6.07 -7.14
48 H 3.73 -5.61 3.58
49 H -7.77 2.72 1.25
50 H 0.22 3.26 3.25
51 H -0.25 1.15 2.05
52 H 3.31 1.33 5.47
53 H 0.57 -3.69 1.42
54 H 1.32 -7.04 -6.17
55 H -0.40 -1.84 -1.50
56 H -7.22 4.69 2.70
57 H 0.08 -5.81 -4.43
58 H -1.84 5.60 -0.44
59 H -0.86 3.57 0.52
60 H 4.30 -3.47 4.66
61 H 0.50 0.27 -0.60
62 H 2.65 1.16 -1.46
63 H -5.47 6.27 1.97
64 H -3.93 6.25 -1.33
65 H -6.50 2.42 -0.89
66 H -4.13 7.11 0.22
67 H 1.86 -5.72 1.97
68 H 3.86 -0.04 -3.24
69 H 1.98 3.35 4.97

Results of the natural (NBO) charge analysis, in e, for atoms 1 through 2:
1 O -0.544
2 O -0.491

---

Entry 5:
2 unconnected molecules or ions with the total composition C8H8N2OS. Source: OMol25; level of theory: wB97M-V/def2-TZVPD.

Properties
maximum force	6.16	eV/A
LUMO level (alpha / beta)	-11.888 / -11.888	eV
total charge	+2
HOMO energy (alpha / beta)	-15.89 / -15.89	eV

Element x y z (Å)
1 S 0.06 -3.18 -2.30
2 O 0.78 -0.03 -0.89
3 N -0.61 -1.02 0.51
4 N 1.43 1.91 0.28
5 C -0.04 -1.04 -0.62
6 C 1.21 2.64 1.42
7 C -0.48 0.92 2.24
8 C 0.29 2.14 2.36
9 C 0.77 0.69 0.19
10 C -0.83 -4.58 -1.64
11 C -0.17 0.18 1.11
12 C 2.26 2.32 -0.63
13 H 2.83 3.21 -0.32
14 H 1.86 3.45 1.73
15 H 2.73 1.88 -1.53
16 H -1.97 -4.66 -1.56
17 H -1.40 0.73 2.71
18 H 0.29 2.68 3.22
19 H -0.28 -4.67 -0.64
20 H -0.22 -5.28 -2.21

Results of the natural (NBO) charge analysis, in e, for atoms 1 through 2:
1 S 0.446
2 O -0.379

---

Entry 6:
A single C7H10 molecule. Source: OMol25; level of theory: wB97M-V/def2-TZVPD.

Properties
maximum force	0.35	eV/A
LUMO level	0.730	eV
HOMO energy	-8.19	eV

Element x y z (Å)
1 C -2.13 -0.12 0.01
2 C -1.44 1.00 -0.75
3 C 1.59 0.76 0.74
4 C 2.56 -0.14 0.10
5 C 0.32 -1.11 -0.76
6 C -0.68 -0.16 -0.25
7 C 0.53 -0.34 0.59
8 H -2.77 -0.80 -0.55
9 H 1.68 1.00 1.81
10 H 2.84 -0.87 0.89
11 H -2.47 0.09 1.02
12 H -1.62 1.08 -1.82
13 H 0.13 -2.17 -0.67
14 H 0.42 -0.97 1.47
15 H 0.92 -0.82 -1.62
16 H 1.34 1.66 0.17
17 H -1.32 1.95 -0.24

Results of the natural (NBO) charge analysis, in e, for atoms 1 through 2:
1 C -0.390
2 C -0.396